Run w
19
Properties=species:S:1:pos:R:3:lowdin_charge:R:1 method="wB97M-V/def2-TZVPD" lumo_ev=1.08 smiles=CCC.CC spin_multiplicity=1 gap_ev=12.29
C -1.99 1.02 0.93 -0.11
C -1.58 0.09 -0.25 -0.31
C -2.67 -0.71 -0.95 -0.12
H -1.65 2.04 0.77 0.06
H -1.52 0.71 1.86 0.06
H -3.06 1.08 1.09 0.06
H -1.11 0.76 -0.96 0.09
H -0.78 -0.56 0.08 0.07
H -3.58 -0.13 -1.03 0.06
H -2.33 -0.98 -1.95 0.06
H -2.89 -1.65 -0.44 0.07
C 2.22 -0.07 -0.16 -0.18
C 3.60 -0.36 0.42 -0.17
H 1.37 -0.18 0.50 0.04
H 2.12 0.93 -0.58 0.06
H 2.03 -0.75 -0.99 0.06
H 4.35 -0.27 -0.37 0.06
H 3.61 -1.35 0.87 0.06
H 3.87 0.37 1.18 0.06

***

Run x
19
Properties=species:S:1:pos:R:3:lowdin_charge:R:1 method="wB97M-V/def2-TZVPD" lumo_ev=1.09 smiles=CCC.CC spin_multiplicity=1 gap_ev=12.12
C 0.81 -2.00 2.00 -0.11
C 0.44 -0.57 1.57 -0.31
C -1.06 -0.29 1.79 -0.13
H -0.09 -2.57 2.16 0.06
H 1.30 -1.97 2.97 0.06
H 1.56 -2.40 1.33 0.07
H 0.95 0.19 2.17 0.10
H 0.76 -0.22 0.59 0.06
H -1.22 -0.26 2.86 0.07
H -1.42 0.57 1.22 0.06
H -1.69 -1.10 1.39 0.07
C 0.14 0.95 -1.89 -0.19
C -0.26 1.80 -3.08 -0.17
H -0.37 -0.02 -1.90 0.07
H 1.16 0.57 -1.97 0.06
H 0.03 1.41 -0.91 0.05
H 0.15 1.34 -3.99 0.06
H -1.33 1.77 -3.30 0.06
H 0.17 2.79 -3.01 0.06

***

Run y
19
Properties=species:S:1:pos:R:3:lowdin_charge:R:1 method="wB97M-V/def2-TZVPD" lumo_ev=1.09 smiles=CCC.CC spin_multiplicity=1 gap_ev=12.14
C -0.52 -0.50 2.51 -0.18
C -0.51 -0.03 1.08 -0.34
C -1.86 0.63 0.72 -0.16
H -1.52 -0.65 3.01 0.08
H 0.09 0.11 3.27 0.09
H -0.22 -1.51 2.75 0.05
H 0.37 0.71 0.86 0.11
H -0.30 -0.98 0.44 0.12
H -2.22 1.48 1.41 0.09
H -1.75 1.19 -0.26 0.07
H -2.70 -0.10 0.57 0.08
C 1.74 0.50 -1.81 -0.24
C 1.08 -0.67 -2.44 -0.17
H 1.07 1.42 -1.67 0.08
H 2.20 0.35 -0.78 0.07
H 2.53 1.12 -2.31 0.06
H 0.05 -0.54 -2.10 0.06
H 1.26 -0.60 -3.49 0.06
H 1.49 -1.59 -2.02 0.07

***

Run z
19
Properties=species:S:1:pos:R:3:lowdin_charge:R:1 method="wB97M-V/def2-TZVPD" lumo_ev=1.08 smiles=CCC.CC spin_multiplicity=1 gap_ev=11.54
C -1.90 0.08 2.16 -0.16
C -0.81 -0.78 1.63 -0.32
C 0.73 -0.45 1.71 -0.09
H -2.74 -0.30 2.71 0.04
H -2.27 0.87 1.48 0.07
H -1.70 0.65 3.20 0.11
H -1.00 -1.82 1.61 0.07
H -0.97 -0.85 0.50 0.10
H 1.21 -0.40 0.76 0.02
H 0.73 0.37 2.42 0.06
H 1.29 -1.23 2.32 0.08
C 0.61 0.16 -1.97 -0.22
C 1.32 0.84 -3.11 -0.19
H -0.44 -0.20 -2.26 0.09
H 1.11 -0.72 -1.49 0.07
H 0.26 1.01 -1.32 0.07
H 2.27 1.26 -2.86 0.05
H 0.77 1.55 -3.67 0.05
H 1.52 -0.04 -3.82 0.09

***

Of them, run z has the lowest stability.

***

Run w
19
Properties=species:S:1:pos:R:3:lowdin_charge:R:1 method="wB97M-V/def2-TZVPD" lumo_ev=1.19 smiles=CCC.CC spin_multiplicity=1 gap_ev=12.46
C -1.16 0.56 -2.03 -0.11
C -0.92 1.37 -0.73 -0.30
C 0.56 1.70 -0.48 -0.12
H -1.44 1.22 -2.82 0.05
H -1.93 -0.20 -1.91 0.07
H -0.24 0.07 -2.34 0.06
H -1.56 2.25 -0.76 0.09
H -1.27 0.78 0.12 0.07
H 1.22 1.08 -1.08 0.06
H 0.75 2.75 -0.74 0.07
H 0.86 1.62 0.56 0.06
C 0.13 -1.59 2.05 -0.16
C 1.30 -1.90 1.10 -0.16
H -0.52 -0.83 1.64 0.04
H -0.49 -2.47 2.22 0.06
H 0.53 -1.26 3.01 0.06
H 0.92 -2.31 0.17 0.06
H 1.84 -0.98 0.88 0.05
H 1.99 -2.62 1.54 0.06

***

Run x
19
Properties=species:S:1:pos:R:3:lowdin_charge:R:1 method="wB97M-V/def2-TZVPD" lumo_ev=1.08 smiles=CCC.CC spin_multiplicity=1 gap_ev=12.37
C -0.56 -2.04 1.52 -0.14
C -0.36 -0.64 2.14 -0.28
C 1.04 -0.14 1.73 -0.14
H 0.26 -2.34 0.87 0.06
H -1.38 -1.97 0.79 0.06
H -0.85 -2.95 2.05 0.06
H -1.06 0.06 1.70 0.09
H -0.34 -0.80 3.21 0.10
H 1.80 -0.92 1.85 0.07
H 1.15 0.09 0.67 0.04
H 1.35 0.71 2.35 0.07
C 0.37 1.04 -1.91 -0.17
C -0.68 1.71 -2.80 -0.16
H -0.09 0.59 -1.03 0.04
H 0.96 0.32 -2.44 0.06
H 1.09 1.74 -1.45 0.07
H -0.46 1.32 -3.79 0.05
H -1.70 1.44 -2.55 0.06
H -0.56 2.78 -2.92 0.06

***

Of them, run x has the lowest stability.

***

Run w
19
Properties=species:S:1:pos:R:3:lowdin_charge:R:1 method="wB97M-V/def2-TZVPD" lumo_ev=1.09 smiles=CCC.CC spin_multiplicity=1 gap_ev=11.88
C -0.40 -1.16 -0.82 -0.13
C -1.66 -0.44 -1.40 -0.31
C -1.15 0.55 -2.51 -0.14
H 0.37 -1.16 -1.53 0.03
H -0.51 -2.29 -0.36 0.12
H -0.15 -0.60 0.10 0.02
H -2.36 -1.21 -1.94 0.11
H -2.29 0.14 -0.63 0.11
H -0.16 0.38 -2.93 0.06
H -2.01 0.68 -3.30 0.09
H -1.24 1.54 -1.99 0.06
C 1.00 -0.15 2.46 -0.12
C 1.99 1.02 1.81 -0.11
H 0.47 -0.66 1.70 0.00
H 1.40 -0.85 3.12 0.04
H 0.30 0.23 3.07 0.01
H 2.82 0.71 1.19 0.04
H 2.37 1.57 2.71 0.05
H 1.21 1.69 1.24 0.08

***

Run x
19
Properties=species:S:1:pos:R:3:lowdin_charge:R:1 method="wB97M-V/def2-TZVPD" lumo_ev=1.12 smiles=CCC.CC spin_multiplicity=1 gap_ev=12.43
C 0.69 -2.13 -0.99 -0.13
C 0.44 -0.60 -1.15 -0.29
C -0.64 -0.40 -2.23 -0.12
H 1.13 -2.58 -1.88 0.07
H -0.25 -2.64 -0.77 0.07
H 1.40 -2.25 -0.16 0.06
H 0.20 -0.16 -0.19 0.05
H 1.37 -0.19 -1.52 0.09
H -1.54 0.03 -1.78 0.06
H -0.32 0.27 -3.02 0.06
H -1.04 -1.34 -2.61 0.06
C -0.36 0.83 2.40 -0.16
C -0.07 2.24 1.85 -0.16
H -1.45 0.73 2.39 0.06
H 0.02 0.06 1.75 0.03
H -0.12 0.67 3.45 0.06
H -0.98 2.74 1.52 0.06
H 0.67 2.20 1.05 0.05
H 0.44 2.89 2.56 0.06

***

Of them, run w has the lowest stability.

***

Run w
19
Properties=species:S:1:pos:R:3:lowdin_charge:R:1 method="wB97M-V/def2-TZVPD" lumo_ev=1.10 smiles=CCC.CC spin_multiplicity=1 gap_ev=12.22
C -0.76 2.03 -0.06 -0.11
C -1.15 0.54 -0.02 -0.33
C -2.25 0.14 0.93 -0.12
H 0.17 2.15 0.52 0.06
H -1.46 2.79 0.26 0.07
H -0.44 2.19 -1.09 0.06
H -1.34 0.22 -1.06 0.10
H -0.27 -0.05 0.20 0.05
H -1.95 0.17 1.97 0.07
H -3.10 0.83 0.81 0.07
H -2.71 -0.82 0.70 0.07
C 1.96 -1.01 -1.14 -0.16
C 2.02 -1.67 0.27 -0.15
H 1.78 -1.73 -1.94 0.06
H 1.26 -0.18 -1.19 0.03
H 2.95 -0.62 -1.40 0.06
H 1.51 -0.99 0.97 0.05
H 3.07 -1.66 0.52 0.06
H 1.40 -2.54 0.42 0.06

***

Run x
19
Properties=species:S:1:pos:R:3:lowdin_charge:R:1 method="wB97M-V/def2-TZVPD" lumo_ev=1.13 smiles=CCC.CC spin_multiplicity=1 gap_ev=11.92
C -0.64 0.54 -1.55 -0.14
C -1.47 1.09 -0.39 -0.36
C -2.56 0.11 -0.07 -0.18
H -1.28 0.02 -2.33 0.09
H 0.02 -0.26 -1.12 0.03
H 0.04 1.31 -2.00 0.08
H -0.98 1.38 0.56 0.11
H -2.06 1.93 -0.79 0.10
H -3.02 0.25 0.97 0.08
H -3.45 0.17 -0.82 0.09
H -2.26 -0.98 -0.33 0.09
C 2.13 -1.23 0.30 -0.10
C 2.23 -0.18 1.56 -0.14
H 1.79 -2.22 0.54 0.05
H 1.36 -0.79 -0.35 0.01
H 3.06 -1.36 -0.13 0.03
H 2.99 -0.41 2.37 0.06
H 1.40 -0.07 2.33 0.07
H 2.69 0.70 1.26 0.01

***

Of them, run x has the lowest stability.